1.
{"formula": "C36H34N5NaO7S2", "method": "ωB97M-V with the def2-TZVPD basis set", "largest_force_ev_per_a": 2.7, "e_above_lowest_kcal_mol": 23.68, "gap_ev": 5.66, "charge": -2, "homo_energy_ev": -1.890, "symbols": ["Na", "C", "C", "N", "C", "C", "C", "S", "N", "C", "O", "C", "C", "C", "C", "C", "C", "H", "H", "H", "H", "H", "H", "H", "H", "H", "H", "H", "H", "H", "H", "H", "S", "C", "C", "C", "C", "C", "C", "C", "C", "C", "N", "H", "H", "H", "H", "H", "H", "O", "C", "N", "C", "O", "C", "C", "C", "C", "N", "C", "H", "H", "H", "H", "H", "H", "H", "H", "O", "C", "O", "C", "C", "C", "C", "O", "C", "O", "C", "C", "H", "H", "H", "H", "H"], "coordinates": [[0.439, -1.670, 1.029], [1.754, 2.857, 0.907], [2.525, 2.708, 2.247], [2.886, 1.325, 2.446], [4.271, 0.954, 2.148], [4.634, 0.546, 0.718], [2.070, 0.462, 3.052], [2.460, -1.201, 3.120], [1.018, 1.016, 3.705], [-0.229, 0.511, 3.521], [-0.679, 0.026, 2.480], [-1.072, 0.642, 4.743], [-2.179, -0.176, 4.943], [-2.878, -0.092, 6.114], [-2.452, 0.729, 7.198], [-1.415, 1.621, 6.995], [-0.760, 1.521, 5.748], [1.577, 3.902, 0.622], [0.759, 2.393, 0.927], [2.313, 2.456, 0.052], [1.782, 3.007, 3.082], [3.507, 3.169, 2.138], [4.401, 0.107, 2.755], [4.934, 1.727, 2.488], [3.997, -0.273, 0.382], [5.694, 0.319, 0.769], [4.597, 1.356, 0.029], [-2.480, -0.876, 4.152], [-3.726, -0.802, 6.241], [-3.048, 0.775, 8.113], [-1.091, 2.353, 7.698], [0.006, 2.266, 5.534], [-3.774, -4.287, 1.618], [-3.100, -4.413, 3.130], [-1.751, -4.178, 3.133], [-1.210, -3.682, 1.857], [-2.241, -3.732, 0.927], [-2.172, -3.179, -0.463], [-3.142, -3.491, -1.416], [-3.022, -2.907, -2.651], [-2.037, -2.023, -2.945], [-1.036, -1.844, -1.946], [-1.156, -2.374, -0.747], [-3.672, -4.772, 3.999], [-1.289, -4.276, 4.123], [-3.944, -4.147, -1.164], [-3.646, -3.262, -3.454], [-1.920, -1.464, -3.875], [-0.193, -1.120, -2.163], [-2.197, 1.903, -5.429], [-3.231, 1.651, -4.537], [-3.431, 2.740, -3.600], [-3.557, 2.721, -2.266], [-3.444, 3.781, -1.673], [-3.906, 1.482, -1.572], [-2.980, 0.871, -0.730], [-3.367, -0.229, 0.012], [-4.574, -0.827, -0.254], [-5.437, -0.334, -1.139], [-5.108, 0.790, -1.768], [-1.389, 2.119, -4.908], [-3.086, 0.648, -4.049], [-4.174, 1.625, -5.104], [-3.351, 3.695, -3.912], [-1.932, 1.225, -0.624], [-2.705, -0.666, 0.762], [-4.752, -1.831, 0.225], [-5.836, 1.108, -2.456], [1.182, 0.799, -1.900], [1.979, -0.118, -1.583], [1.749, -0.951, -0.670], [3.311, -0.196, -2.328], [4.111, -1.346, -2.355], [5.146, -1.500, -3.280], [5.491, -0.486, -4.189], [6.353, -0.422, -5.323], [6.002, 0.878, -5.909], [5.220, 1.579, -4.966], [4.772, 0.663, -4.058], [3.748, 0.858, -3.204], [3.934, -2.218, -1.711], [5.768, -2.387, -3.281], [5.391, 0.754, -6.790], [6.884, 1.398, -6.140], [3.108, 1.721, -3.349]], "lowdin_charge": [0.2057, -0.0674, -0.1973, -0.1413, -0.2580, -0.0619, -0.7929, 0.6080, 0.0660, -0.4904, -0.0018, -0.1408, -0.0316, -0.1018, -0.1148, -0.0950, -0.0469, 0.0595, 0.0748, 0.0567, 0.1298, 0.0988, 0.0168, 0.0996, 0.0591, 0.0693, 0.0513, 0.1243, 0.1029, 0.0837, 0.0790, 0.1023, 0.8806, -0.5549, -0.2535, -0.1101, -0.5312, -0.3240, -0.0689, -0.1184, -0.0813, -0.0988, 0.1037, 0.0498, 0.0730, 0.0836, 0.0960, 0.0891, 0.1049, -0.0477, -0.2714, 0.0967, -0.4899, 0.0605, -0.1385, 0.0237, -0.0450, -0.1468, 0.0623, -0.1080, 0.1180, 0.1290, 0.1217, 0.1471, 0.1471, 0.1088, 0.0998, 0.0920, -0.0506, -0.6605, -0.0702, -0.1011, -0.0329, -0.0104, -0.1812, -0.0037, -0.1369, 0.0143, -0.2642, 0.0646, 0.1244, 0.1029, 0.1246, 0.1097, 0.1260]}

2.
{"formula": "C36H35CdN7O3P2S3", "method": "ωB97M-V with the def2-TZVPD basis set", "largest_force_ev_per_a": 4.3, "e_above_lowest_kcal_mol": 42.96, "gap_ev": 6.07, "charge": -2, "homo_energy_ev": -1.955, "symbols": ["Cd", "S", "P", "C", "P", "S", "C", "C", "C", "C", "C", "C", "C", "C", "C", "C", "C", "C", "C", "C", "C", "C", "C", "C", "C", "C", "C", "C", "C", "C", "H", "H", "H", "H", "H", "H", "H", "H", "H", "H", "H", "H", "H", "H", "H", "H", "H", "H", "H", "H", "N", "C", "C", "C", "N", "C", "N", "C", "N", "C", "N", "C", "N", "C", "N", "C", "C", "H", "H", "H", "H", "H", "H", "H", "H", "H", "H", "H", "H", "C", "S", "O", "O", "O", "H", "H", "H"], "coordinates": [[-0.777, -0.686, 0.832], [-0.574, 0.087, -1.982], [1.359, 0.215, -1.292], [1.466, -0.411, 0.297], [2.280, -0.807, 1.710], [0.862, -0.734, 3.208], [3.679, 0.156, 2.130], [4.033, 1.195, 1.299], [5.127, 2.017, 1.565], [5.772, 1.855, 2.763], [5.358, 0.866, 3.658], [4.282, 0.035, 3.360], [2.826, -2.526, 1.583], [1.990, -3.610, 1.401], [2.559, -4.897, 1.393], [3.932, -5.096, 1.285], [4.714, -3.953, 1.290], [4.190, -2.656, 1.379], [1.727, 1.991, -1.577], [2.419, 2.478, -2.688], [2.464, 3.842, -2.984], [1.912, 4.743, -2.064], [1.170, 4.251, -1.009], [1.187, 2.910, -0.665], [2.603, -0.563, -2.335], [3.927, -0.266, -2.041], [4.962, -0.882, -2.742], [4.643, -1.594, -3.873], [3.330, -2.049, -4.080], [2.318, -1.465, -3.337], [3.440, 1.366, 0.413], [5.395, 2.836, 0.822], [6.563, 2.558, 3.081], [5.979, 0.754, 4.524], [3.952, -0.744, 4.074], [0.924, -3.455, 1.225], [1.909, -5.751, 1.462], [4.371, -6.081, 1.345], [5.778, -3.981, 1.179], [4.979, -1.860, 1.157], [2.946, 1.811, -3.384], [2.963, 4.189, -3.905], [2.103, 5.821, -2.238], [0.509, 4.932, -0.470], [0.810, 2.530, 0.269], [4.153, 0.525, -1.326], [5.954, -0.901, -2.300], [5.445, -2.078, -4.490], [3.083, -2.800, -4.849], [1.302, -1.835, -3.501], [-1.679, 1.286, 1.615], [-1.865, 2.369, 2.045], [-2.167, 3.682, 2.375], [-2.200, 4.596, 1.243], [-2.352, 5.192, 0.252], [-2.455, 4.048, 3.698], [-2.817, 4.231, 4.799], [-4.658, -0.747, -1.577], [-6.135, -0.588, -1.840], [-6.388, 0.702, -2.446], [-5.853, 1.810, -1.728], [-4.420, 1.598, -1.464], [-4.167, 0.383, -0.742], [-4.888, 0.394, 0.566], [-6.293, 0.577, 0.358], [-6.737, -0.543, -0.485], [-6.535, 1.793, -0.381], [-4.104, -0.724, -2.542], [-4.461, -1.676, -1.107], [-7.514, 0.818, -2.579], [-5.918, 0.668, -3.417], [-4.036, 2.494, -0.912], [-3.906, 1.524, -2.419], [-4.498, 1.241, 1.157], [-4.659, -0.553, 1.072], [-7.827, -0.341, -0.589], [-6.623, -1.501, -0.023], [-6.233, 2.674, 0.160], [-7.640, 1.788, -0.536], [-2.277, -4.369, 2.599], [-2.541, -3.048, 1.410], [-1.397, -3.093, 0.412], [-3.877, -3.351, 0.949], [-2.474, -1.751, 2.140], [-2.418, -5.303, 2.065], [-3.052, -4.261, 3.342], [-1.236, -4.299, 2.957]], "lowdin_charge": [1.1970, 0.0896, 0.3281, -0.6670, 0.3209, 0.0783, -0.4004, -0.0887, -0.0886, -0.1215, -0.0903, -0.0977, -0.3463, -0.0704, -0.0865, -0.1126, -0.1222, -0.1019, -0.3672, -0.1036, -0.1052, -0.1133, -0.0938, -0.0901, -0.3608, -0.1080, -0.1032, -0.1236, -0.0953, -0.1028, 0.0629, 0.1252, 0.1002, 0.0856, 0.1137, 0.0821, 0.0883, 0.0868, 0.0790, 0.1320, 0.1023, 0.0957, 0.0994, 0.0906, 0.0920, 0.0918, 0.0990, 0.1009, 0.1015, 0.0912, 0.0908, -0.2163, -0.3037, -0.2444, 0.0946, -0.2767, 0.0800, -0.1330, -0.0814, -0.2540, -0.0873, -0.1978, -0.0872, -0.1758, -0.1067, -0.1810, -0.1724, 0.1261, 0.0930, 0.1325, 0.1089, 0.1351, 0.1137, 0.1177, 0.1111, 0.1157, 0.1156, 0.1167, 0.1182, -0.1529, 0.3793, -0.4703, -0.3682, -0.4786, 0.0502, 0.0515, 0.0636]}

3.
{"formula": "C36H35N4O", "method": "ωB97M-V with the def2-TZVPD basis set", "largest_force_ev_per_a": 3.1, "smiles": "CO[C@](c1ccccc1)(c1n(C)c2ccccc2[n+]1C)C(c1cn(C)c2ccccc12)c1cn(C)c2ccccc12", "e_above_lowest_kcal_mol": 9.62, "gap_ev": 7.08, "charge": 1, "homo_energy_ev": -9.822, "symbols": ["C", "O", "C", "C", "C", "C", "C", "C", "C", "C", "N", "C", "C", "C", "C", "C", "C", "C", "N", "C", "C", "C", "C", "N", "C", "C", "C", "C", "C", "C", "C", "C", "C", "N", "C", "C", "C", "C", "C", "C", "C", "H", "H", "H", "H", "H", "H", "H", "H", "H", "H", "H", "H", "H", "H", "H", "H", "H", "H", "H", "H", "H", "H", "H", "H", "H", "H", "H", "H", "H", "H", "H", "H", "H", "H", "H"], "coordinates": [[-1.158, 1.158, 2.941], [0.079, 0.729, 2.320], [0.038, -0.076, 1.136], [-0.990, -1.241, 1.319], [-1.289, -2.018, 0.205], [-2.334, -2.947, 0.172], [-2.967, -3.266, 1.376], [-2.527, -2.669, 2.568], [-1.527, -1.685, 2.547], [1.476, -0.791, 1.279], [1.844, -2.078, 1.597], [1.112, -3.326, 1.687], [3.225, -2.134, 1.903], [4.052, -3.173, 2.345], [5.371, -2.858, 2.721], [5.844, -1.541, 2.614], [5.002, -0.524, 2.135], [3.694, -0.850, 1.795], [2.592, -0.053, 1.448], [2.741, 1.382, 1.329], [-0.105, 0.780, -0.126], [0.314, 0.073, -1.368], [1.592, 0.060, -1.917], [1.556, -0.588, -3.133], [2.686, -0.847, -3.999], [0.253, -0.995, -3.412], [-0.239, -1.706, -4.494], [-1.610, -1.986, -4.524], [-2.453, -1.537, -3.490], [-1.939, -0.845, -2.385], [-0.563, -0.593, -2.315], [-1.317, 1.737, -0.459], [-1.919, 1.927, -1.719], [-2.795, 2.986, -1.737], [-3.636, 3.435, -2.839], [-2.739, 3.607, -0.500], [-3.369, 4.792, -0.159], [-2.920, 5.423, 1.012], [-1.805, 4.897, 1.697], [-1.160, 3.712, 1.293], [-1.727, 2.944, 0.278], [-0.976, 2.192, 3.251], [-2.039, 1.105, 2.268], [-1.348, 0.558, 3.843], [-0.594, -1.997, -0.627], [-2.640, -3.395, -0.779], [-3.795, -3.984, 1.400], [-2.979, -2.940, 3.531], [-1.108, -1.325, 3.492], [1.876, -4.089, 1.833], [0.450, -3.355, 2.561], [0.573, -3.550, 0.763], [3.694, -4.200, 2.408], [6.032, -3.636, 3.109], [6.866, -1.326, 2.918], [5.363, 0.494, 2.035], [3.779, 1.571, 1.582], [2.567, 1.718, 0.305], [2.098, 1.905, 2.037], [0.705, 1.530, 0.001], [2.507, 0.535, -1.563], [2.449, -1.700, -4.642], [2.921, 0.020, -4.634], [3.563, -1.092, -3.389], [0.448, -2.048, -5.268], [-2.041, -2.524, -5.362], [-3.518, -1.750, -3.533], [-2.611, -0.487, -1.601], [-1.702, 1.448, -2.670], [-4.501, 3.966, -2.419], [-3.122, 4.135, -3.523], [-4.011, 2.582, -3.425], [-4.185, 5.186, -0.766], [-3.422, 6.329, 1.363], [-1.450, 5.425, 2.583], [-0.230, 3.387, 1.774]], "lowdin_charge": [-0.0534, -0.1441, -0.2345, -0.1398, -0.0810, -0.0480, -0.0628, -0.0602, -0.0556, 0.0176, 0.0478, 0.0253, -0.1277, 0.0144, -0.0495, -0.0489, 0.0134, -0.1346, 0.0220, 0.0290, -0.1195, -0.1498, 0.0157, -0.0998, -0.0149, -0.1597, -0.0083, -0.0701, -0.0696, -0.0795, -0.1723, -0.0335, -0.0118, -0.0873, -0.0083, -0.1762, -0.0173, -0.0791, -0.0841, -0.0617, -0.1249, 0.0822, 0.1187, 0.0839, 0.1094, 0.1174, 0.1129, 0.1149, 0.1143, 0.0784, 0.1109, 0.1052, 0.1115, 0.1177, 0.1157, 0.1099, 0.0845, 0.0904, 0.1089, 0.1264, 0.1291, 0.0835, 0.1008, 0.0941, 0.1054, 0.1046, 0.1059, 0.1197, 0.1315, 0.0826, 0.1025, 0.0973, 0.1048, 0.1056, 0.1014, 0.1008]}

Going through the records in order, we get molecular weight values of 735.82 884.28 539.70 g/mol.